Below is a 2-piece molecular cluster, C9H13NO overall at a distorted geometry, with properties calculated with ωB97M-V/def2-TZVPD.

Properties
**Multiplicity**: 1
**F_max**: 1.66 eV Å⁻¹
**Gap between HOMO and LUMO**: 9.79 eV

Last column: Löwdin charge in e.
Positions of all 24 atoms, in Å:
C 2.70994 2.18424 0.58459  -0.0207
C 3.17004 1.07206 -0.28634  -0.6182
O 3.47129 -0.02039 0.15832  0.0343
N 3.25262 1.31535 -1.62349  0.1547
H 1.74131 2.60169 0.31817  0.0820
H 3.34910 3.07441 0.54902  0.0852
H 3.59781 0.60505 -2.22900  0.0990
H 3.02485 2.20420 -2.03246  0.0991
H 2.71832 1.92836 1.62459  0.0761
C -3.15475 -0.92162 2.32327  -0.0498
C -0.41328 -0.42010 -0.29206  -0.0804
C -1.10104 -0.42718 0.92692  -0.0519
C -1.07626 -0.69187 -1.47721  -0.0954
C -2.42250 -0.82772 1.00138  -0.2839
C -2.41810 -1.04342 -1.41808  -0.0929
C -3.06982 -1.12503 -0.19127  -0.0634
H 0.64564 -0.19267 -0.30175  0.0842
H -0.46690 -0.06421 1.73612  0.1115
H -0.53151 -0.72674 -2.39451  0.0909
H -2.99865 -1.25988 -2.30840  0.0995
H -2.58179 -0.40350 3.10437  0.0760
H -3.17219 -1.95463 2.65318  0.0767
H -4.08171 -1.50437 -0.29407  0.1099
H -4.14850 -0.48641 2.22675  0.0772

Below is C43H38N4P2Ti as an isolated structure at a distorted geometry, with properties calculated with ωB97M-V/def2-TZVPD.

Properties
**Multiplicity**: 1
**F_max**: 1.20 eV Å⁻¹
**Gap between HOMO and LUMO**: 6.13 eV
**Charge**: +4

Last column: Löwdin charge in e.
Positions of all 88 atoms, in Å:
Ti 0.49267 -0.61628 0.25148  0.9754
C -1.93366 1.45693 1.34434  -0.0905
N -1.13965 0.77600 0.29571  -0.5365
P 0.06154 1.70681 -0.64961  1.0803
C 0.30444 3.22630 0.28937  -0.3907
C -0.70909 4.19476 0.29535  -0.0914
C -0.49008 5.39997 0.93574  -0.0142
C 0.73146 5.65370 1.55408  -0.0043
C 1.74041 4.70104 1.53475  -0.0325
C 1.53373 3.48693 0.89725  -0.0868
C -0.47186 2.24374 -2.31086  -0.3485
C 0.02463 3.50082 -2.69466  -0.0717
C -0.24512 4.00015 -3.95811  -0.0158
C -0.99955 3.26033 -4.85658  -0.0051
C -1.44831 1.99359 -4.50178  -0.0346
C -1.15689 1.46913 -3.25386  -0.1293
P -1.88138 -0.50280 -0.74409  1.0832
C -3.66831 -0.26871 -0.60095  -0.3514
C -4.40691 -0.65753 0.52102  -0.0743
C -5.77040 -0.42902 0.53987  -0.0226
C -6.40400 0.15722 -0.55229  -0.0023
C -5.67394 0.51474 -1.67709  -0.0240
C -4.30528 0.30300 -1.70841  -0.0733
C -1.52929 -1.93125 0.39261  -0.4550
C -1.54009 -3.15313 -0.31044  -0.0702
C -1.64511 -4.35587 0.36124  -0.0004
C -1.72672 -4.36308 1.75256  0.0158
C -1.66193 -3.17180 2.46779  -0.0275
C -1.55927 -1.96110 1.80257  -0.1151
H -1.28221 2.07321 1.95943  0.0859
H -2.45104 0.73544 1.97151  0.0790
H -2.68907 2.09817 0.89262  0.1085
H -1.65446 4.01470 -0.20118  0.1238
H -1.26661 6.15341 0.93333  0.1334
H 0.89899 6.60561 2.04088  0.1344
H 2.69493 4.91774 1.99580  0.1228
H 2.33647 2.76196 0.83974  0.0881
H 0.61036 4.09674 -2.01086  0.1105
H 0.13499 4.97417 -4.23613  0.1336
H -1.22026 3.65762 -5.83852  0.1351
H -2.01509 1.40332 -5.21000  0.1279
H -1.45646 0.45408 -3.04425  0.0442
H -3.94309 -1.15812 1.35998  0.1009
H -6.34860 -0.72072 1.40668  0.1303
H -7.47310 0.32144 -0.52669  0.1351
H -6.17082 0.95029 -2.53346  0.1307
H -3.73967 0.58019 -2.58850  0.0925
H -1.53851 -3.14086 -1.39691  0.1286
H -1.69496 -5.28494 -0.19227  0.1391
H -1.85220 -5.30122 2.27937  0.1423
H -1.73597 -3.19199 3.54833  0.1397
H -1.57361 -1.04746 2.38871  0.0996
C 1.81082 -4.39542 2.07234  0.0196
C 1.44577 -3.05385 1.95789  -0.0679
N 1.34866 -2.43678 0.78332  -0.0042
C 1.65649 -3.14810 -0.33895  -0.1563
C 1.97494 -4.51359 -0.32477  -0.1060
C 2.04420 -5.13786 0.93857  0.0794
C 2.30936 -5.16551 -1.55246  0.0427
C 2.44952 -4.45240 -2.69489  0.0412
C 2.23987 -3.03855 -2.71000  -0.0986
C 2.55125 -2.21905 -3.81338  0.0922
C 2.39817 -0.85476 -3.70595  0.0305
C 1.85471 -0.31450 -2.54615  -0.0732
N 1.50348 -1.06124 -1.49012  -0.0196
C 1.75709 -2.40830 -1.55199  -0.1354
H 1.90680 -4.83543 3.05586  0.1408
H 1.25152 -2.46284 2.84416  0.1336
H 2.31445 -6.18500 1.00972  0.1527
H 2.49970 -6.23134 -1.54353  0.1462
H 2.76192 -4.94116 -3.60940  0.1465
H 2.93510 -2.66484 -4.72378  0.1547
H 2.68047 -0.19375 -4.51360  0.1415
H 1.68232 0.74841 -2.48508  0.0891
C 4.35721 2.02454 4.42382  0.0108
C 3.43156 1.38003 3.46831  -0.1861
C 3.87484 0.89352 2.22375  0.0380
C 2.98907 0.33988 1.33818  -0.0976
N 1.66495 0.21094 1.61587  -0.1153
C 1.22918 0.64800 2.82315  -0.0833
C 2.06245 1.22866 3.74459  0.0452
H 4.56494 3.04985 4.09613  0.1210
H 5.32432 1.52072 4.45099  0.1150
H 3.94808 2.08200 5.42988  0.1067
H 4.92352 0.94864 1.96052  0.1493
H 3.33222 -0.02155 0.37575  0.1296
H 0.17691 0.51396 3.04674  0.1180
H 1.65208 1.55928 4.68992  0.1464

Below is an isolated ion of composition C5H10 and charge -1 at a distorted geometry, with properties calculated with ωB97M-V/def2-TZVPD.

Properties
**Multiplicity**: 2
**F_max**: 1.32 eV Å⁻¹
**⟨S²⟩**: 0.750
**Gap between HOMO and LUMO (alpha / beta)**: 2.98 / 9.94 eV
**Charge**: -1

Last column: Löwdin charge in e.
Positions of all 15 atoms, in Å:
C -1.29947 1.40199 -0.11196  -0.2187
C 0.17607 0.99144 -0.09826  -0.3788
C 0.42579 -0.44440 0.23101  -0.4307
C 0.48836 -0.89081 1.48529  -0.1218
C 0.70482 -1.35680 -0.94628  -0.2439
H -1.88875 0.61043 -0.57569  0.0526
H -1.70432 1.57303 0.88460  0.0455
H -1.45825 2.28908 -0.73045  0.0272
H 0.55060 1.20878 -1.11043  0.0522
H 0.82093 1.65787 0.49867  0.0682
H 0.64758 -1.94157 1.71492  0.0182
H 0.29712 -0.27486 2.35171  0.0168
H -0.25283 -1.67829 -1.37828  0.0537
H 1.36805 -0.84824 -1.63591  0.0271
H 1.12429 -2.29766 -0.57896  0.0324